# 1
This record from the Open Molecules 2025 dataset describes C22H36BF14NO22S4Zr as an isolated structure. The level of theory is ωB97M-V/def2-TZVPD.

```
101
Properties=species:S:1:pos:R:3
Zr -2.5743 0.2589 2.9679
S 4.2559 -4.9209 -2.1487
S -2.2541 -1.0212 -0.1864
S -5.7954 0.5731 -2.5753
S -0.0825 -1.1442 0.8970
F 0.3373 2.7357 -0.5520
F 2.9963 0.4589 -4.2756
F 6.4444 0.1658 3.0287
F 3.3005 -0.7275 -2.4919
F -3.6453 -0.2846 0.1823
F 3.2467 -1.6590 -4.4481
F -0.2998 1.9369 -2.4699
F -3.4174 -4.5908 4.1230
F -2.4835 -4.1494 2.2249
F 5.4200 -1.6754 3.4544
F -1.4678 -5.4082 3.6717
F 6.3942 -1.3889 1.5164
F 0.3818 -1.3043 2.4232
F 1.6919 2.6837 -2.2408
O -1.1506 4.2300 -3.0423
O 0.7056 -1.7028 -2.7717
O 4.3924 0.9951 1.6788
O 5.3713 -5.6615 -1.6431
O -5.8220 -0.3838 -1.5340
O 0.5126 5.2898 -1.9452
O -2.6784 -2.3585 -0.3580
O 2.8316 -5.5353 -1.6456
O -1.8782 -0.1738 -1.2804
O 0.6937 -0.0716 0.3979
O 4.1095 -3.5217 -1.3109
O -0.8496 0.7071 4.0656
O -0.0469 3.6662 5.1081
O 4.1489 -4.6104 -3.5422
O -4.2966 0.6552 -3.2545
O -5.7374 2.0931 -1.8900
O -6.8396 0.5146 -3.5684
O -0.6585 -3.3420 4.9673
O 0.1508 -2.4721 0.3873
O 3.4379 -1.0332 1.7626
O 0.5598 -0.2762 -4.4944
O -1.9020 -1.9953 3.7389
N -1.6982 -0.5836 1.2861
C -1.3786 -0.1752 -5.9130
C -0.8714 -0.3768 -4.5015
C 3.3846 3.1456 1.3587
C 0.4234 2.8948 -1.8735
C 0.3896 1.3315 4.2562
C 0.5259 2.8587 4.1858
C -2.2527 -4.3548 3.5119
C 1.2050 -0.9301 -3.5359
C -1.5859 5.4525 -3.6442
C -4.3766 2.4927 -1.7655
C 5.7053 -0.7970 2.4855
C 4.3715 -0.2965 1.9176
C 3.2629 1.6447 1.1210
C 2.7054 -0.7066 -3.6836
C -3.7465 1.9443 -3.0256
C 3.0302 -3.5099 -0.4088
C 0.0025 -2.3239 5.6923
C 2.0534 -4.6265 -0.8649
C -1.6063 -3.0938 4.1256
C -0.8092 5.6783 -4.9256
C -0.0678 4.3048 -2.2486
C 1.2075 -2.9531 6.4185
B -4.5693 -0.6948 2.8710
H 1.1099 0.9215 3.5329
H 0.4439 -1.5586 5.0504
H -1.4960 6.3282 -3.0040
H 0.8435 0.9849 5.1927
H -3.8972 -1.2897 2.1959
H 3.3777 1.5101 0.0417
H -0.6331 -1.7927 6.4012
H -0.7442 4.7666 -5.5238
H 4.0751 3.5579 0.6185
H -0.8218 -0.9110 -6.4977
H 1.8751 -3.3488 5.6562
H 1.7175 -2.2022 7.0212
H -1.1709 0.8374 -6.2599
H -1.3889 0.2568 -3.7889
H -1.1747 6.4787 -5.5664
H 1.6105 3.0583 4.2581
H 3.8056 3.3972 2.3328
H 0.2571 3.1717 3.1549
H -4.5507 0.3455 2.4425
H -2.6651 1.8570 -2.9305
H 2.5523 -2.5435 -0.5705
H 1.2955 -4.1451 -1.4812
H -1.1544 -1.4017 -4.2557
H 3.3638 -3.5512 0.6284
H -2.4346 -0.4109 -6.0201
H -4.1188 -0.6151 3.9004
H 2.4582 3.7023 1.2343
H 1.5957 -5.1588 -0.0368
H 0.9291 -3.7223 7.1387
H 2.2778 1.3233 1.4454
H -4.2798 3.5654 -1.6216
H -3.8879 2.5766 -3.9061
H -3.9484 1.9912 -0.8874
H -2.6282 5.3187 -3.9318
H -5.6412 -1.0753 2.9808
H 0.2401 5.9008 -4.7107
```

Output
LUMO energy = -3.18 eV
HOMO level = -6.8 eV

***

# 2
This record from the Open Molecules 2025 dataset describes C22H36BIrN6O4PS2 as an isolated structure. The level of theory is ωB97M-V/def2-TZVPD.

```
73
Properties=species:S:1:pos:R:3
Ir -0.8360 -0.2667 0.4434
S -3.9886 -2.4161 -0.7944
S 0.9279 -1.3226 1.5130
P -2.5009 -2.2146 0.5602
O -2.2980 1.3221 3.0037
O -2.5220 2.2963 0.9703
O -1.8469 -3.7126 0.6913
O -3.2928 -2.1769 1.9504
N 0.8442 1.8024 -0.0084
N 2.0986 3.5059 1.1790
N 3.0876 2.4051 -0.7235
N -0.3642 -0.5996 -1.6544
N 1.1523 -1.9469 -3.0347
N 1.2598 3.9540 -1.0403
C -0.1929 -5.3885 0.3125
C -3.0755 2.4271 3.1378
C -4.4440 4.1090 4.0658
C 2.5062 3.4304 -1.5844
C -0.8288 -4.1100 -0.2088
C 2.6798 -1.7104 -4.9207
C 1.5390 4.5087 0.2802
C -3.9948 4.1478 1.6866
C -2.9125 -3.5207 3.8991
C 3.3298 2.9936 0.5908
C 1.1466 2.4155 1.2988
C -3.2234 3.0203 1.8764
C -3.6789 2.9665 4.2580
C 1.2274 -1.8973 -4.4842
C 0.3155 2.8546 -0.8911
C 1.9816 -2.9477 -2.3806
C -4.6048 4.6825 2.8115
C 3.4385 -2.7411 -2.7808
C -2.5904 -2.2131 3.1970
C 2.1180 1.3312 -0.5752
C 0.3399 -1.2229 -2.3394
C 3.5625 -2.7924 -4.3023
B -1.9492 1.2092 1.6527
H 2.3095 2.9940 -2.5686
H 1.8579 -2.8564 -1.3003
H 0.2290 -5.2071 1.2985
H 2.5247 0.5612 0.0874
H -2.9279 -1.3548 3.7828
H 0.6077 4.8882 0.7090
H 3.7810 -1.7690 -2.4200
H -0.6209 3.2361 -0.4741
H 1.5534 1.6441 1.9594
H -1.2670 -4.2541 -1.2053
H -2.3710 -3.5971 4.8390
H 0.6077 -1.0732 -4.8424
H -5.2201 5.5651 2.7167
H 3.2199 4.2522 -1.6900
H -4.9354 4.5620 4.9135
H 3.2537 -3.7753 -4.6652
H 1.6518 -3.9468 -2.6933
H 0.1098 2.4260 -1.8774
H 2.7329 -1.7370 -6.0106
H -3.5576 2.5224 5.2349
H -0.0792 -3.3100 -0.2602
H -0.9397 -6.1736 0.3977
H 4.0496 -3.5104 -2.3092
H 2.2544 5.3290 0.1755
H -3.9822 -3.5650 4.0919
H 4.5992 -2.6310 -4.5985
H -2.6444 -4.3518 3.2511
H -4.1190 4.5871 0.7094
H 1.9332 0.8955 -1.5611
H -1.5141 -2.0995 3.0314
H 3.0364 -0.7337 -4.5879
H 3.7515 2.2277 1.2481
H 4.0437 3.8166 0.4873
H 0.8361 -2.8344 -4.9030
H 0.2238 2.8013 1.7374
H 0.6013 -5.7106 -0.3594
```

Output
LUMO energy (alpha / beta) = -1.39 / -1.37 eV
expectation value of S² = 0.768
HOMO level (alpha / beta) = -7.6 / -7.6 eV
spin multiplicity = 2

***

# 3
This record from the Open Molecules 2025 dataset describes a 2-piece molecular cluster, C22H36F3Si4 overall. The level of theory is ωB97M-V/def2-TZVPD.

```
65
Properties=species:S:1:pos:R:3
Si -0.0361 0.6194 0.8627
Si 0.9881 -0.5695 2.5566
Si -2.2967 0.1768 0.8220
Si 0.3314 2.8817 1.0844
F -3.4090 -1.0858 -3.8010
F -0.8003 2.6163 -5.2756
F 0.4762 -5.2130 -0.7583
C 0.8924 -3.1489 -1.8258
C -0.4297 3.4420 2.7432
C -3.0404 0.7316 2.4902
C -2.1034 0.7358 -4.6712
C 2.1801 3.2088 1.1075
C 1.3948 -4.2722 -1.1882
C -3.1034 1.1398 -0.5692
C -2.5458 -1.6653 0.5805
C 3.0966 -2.1913 -1.7708
C 3.5909 -3.3439 -1.1869
C 0.6794 -2.4015 2.3122
C -2.1818 -0.4730 -3.9961
C 2.8279 -0.2019 2.5246
C 1.2183 -0.6153 -2.2936
C 0.1091 -0.3212 -3.2706
C -1.0842 -1.0483 -3.3676
C 0.2343 0.0134 4.2094
C 0.2302 0.8469 -4.0461
C 2.7280 -4.3951 -0.8609
C 1.7205 -2.0306 -1.9989
C -0.8771 1.3771 -4.6853
C -0.5001 3.7754 -0.3419
H 4.6402 -3.4435 -0.9522
H -0.2281 4.8381 -0.2649
H -2.9888 1.1589 -5.1076
H 0.4068 1.0884 4.3970
H 3.7862 -1.4051 -2.0751
H 3.0374 -5.2762 -0.3296
H -1.5946 3.7042 -0.3045
H -1.5231 3.2858 2.7769
H 0.8684 -0.2314 -1.3130
H 0.7523 -0.5662 4.9960
H -1.1903 -2.0432 -2.9571
H -2.6426 0.9043 -1.5391
H 2.3190 4.2982 1.1505
H 2.1082 -0.0082 -2.5940
H 3.2970 -0.8165 3.3069
H 1.2544 -2.9357 3.0833
H -2.1715 -2.2616 1.4237
H 3.0589 0.8499 2.7370
H -0.1472 3.3888 -1.3095
H 1.1825 1.3440 -4.1306
H -0.1377 -3.1509 -2.1382
H -3.6289 -1.8444 0.4969
H -4.1620 0.8422 -0.6027
H 0.0402 2.9412 3.6093
H -2.6154 0.1822 3.3486
H -3.0670 2.2250 -0.4085
H -0.8476 -0.1997 4.2750
H -2.9275 1.8169 2.6619
H 2.6779 2.7692 1.9809
H 1.0257 -2.7370 1.3236
H -0.2278 4.5274 2.8133
H -0.3783 -2.6694 2.4330
H -2.0610 -2.0131 -0.3450
H 2.6523 2.8258 0.1916
H -4.1198 0.4994 2.4295
H 3.2615 -0.4756 1.5512
```

Output
LUMO energy = -5.92 eV
HOMO level = -12.0 eV
total charge = +1

***

# 4
This record from the Open Molecules 2025 dataset describes a 2-piece molecular cluster, C22H36F5IN5O6 overall. The level of theory is ωB97M-V/def2-TZVPD.

```
75
Properties=species:S:1:pos:R:3
I 3.0703 -6.5906 -1.4873
F -5.2781 1.0380 0.9178
F -2.3542 0.1537 1.0429
F -5.8106 -1.0275 -0.1502
F -4.6857 -0.9650 2.0791
F -3.5160 0.8610 -1.0546
O 6.0227 -0.2854 -0.5984
O 0.4985 -6.3117 0.1387
O -5.9872 5.9121 4.0009
O 0.3414 -1.2700 0.8869
O 3.9683 -1.3551 0.0378
O 0.8701 2.0518 -2.1759
N -0.9947 -0.5447 -1.9377
N -1.6102 -3.1794 -1.9317
N -3.2890 6.0769 3.0262
N -2.8782 -1.5405 -0.5935
N 1.3869 -0.2432 -1.1975
C -3.9069 3.7210 2.8930
C 4.8778 -1.9108 -2.4034
C 3.3902 -1.9037 -3.1437
C 1.0197 -5.9527 -1.0562
C -0.1571 -3.5096 -1.6079
C 2.3293 -2.9059 -2.3966
C 0.7545 -2.4686 -2.5137
C 0.4465 -0.8829 -2.2385
C -1.8069 -1.7307 -1.4759
C 6.9109 -0.8791 0.4128
C -4.7906 -0.3785 0.7224
C 0.6113 1.2643 0.9347
C -3.3096 -0.2034 -0.0352
C -3.7017 4.9125 3.8239
C 1.7414 1.1795 -1.6633
C -4.9376 5.2330 4.6966
C -6.8462 5.0593 3.2596
C 0.7582 -0.2194 0.1766
C 4.8878 -1.2127 -0.9203
C 3.3060 1.7425 -1.4894
C 0.0386 -5.1048 -2.0712
C 6.9459 -2.5182 0.4337
H -4.5389 3.9603 2.0334
H 0.7102 -0.3176 -3.2566
H -1.4381 -0.2162 -2.8450
H 2.5515 -3.1171 -1.2674
H -2.9440 3.3798 2.4937
H 3.5834 -2.3018 -4.2407
H 4.0136 1.1241 -2.2022
H 5.5705 -1.2316 -3.0992
H -3.0647 6.8445 3.6607
H -6.4542 4.9206 2.2502
H -6.9944 4.0926 3.7499
H 1.6372 1.8154 1.0568
H 0.0841 1.1130 1.9863
H 3.3336 2.8748 -1.7929
H -5.3202 4.3362 5.1990
H -0.9997 -5.6770 -2.1204
H -4.6199 5.9198 5.4906
H -0.1676 1.8977 0.2914
H -3.4582 -2.3827 -0.2989
H -2.8798 4.6536 4.5025
H 0.4894 -5.1684 -3.1614
H -4.3606 2.8798 3.4274
H 2.4257 -3.9594 -2.9494
H 7.8916 -2.8290 1.0853
H -1.8231 -3.2950 -2.9488
H 7.0661 -3.0275 -0.6134
H -7.8173 5.5531 3.1688
H 0.0999 -3.4876 -0.4664
H 8.0159 -0.5269 0.1303
H 6.7243 -0.5029 1.5137
H 6.0078 -2.9670 0.9968
H 3.6167 1.5632 -0.3585
H 0.4355 -2.6769 -3.6452
H 5.3616 -2.9864 -2.4403
H 3.0644 -0.7816 -3.1986
H -4.1181 6.4122 2.5271
```

Output
LUMO energy = -5.49 eV
HOMO level = -10.7 eV
total charge = +1

***

# 5
This record from the Open Molecules 2025 dataset describes C22H36GeN5O7SeTi as an isolated structure. The level of theory is ωB97M-V/def2-TZVPD.

```
73
Properties=species:S:1:pos:R:3
Se 4.5492 -1.5626 0.0051
Ge -2.0580 0.3256 -1.2662
Ti 0.4067 -0.0213 0.1588
O -1.5553 -0.8160 0.1957
O -0.2963 -0.1768 -1.8765
O 0.7661 -0.3877 2.0645
O 2.0240 -1.4385 3.5890
O 3.1179 -3.9055 3.7199
O 3.0106 -5.6831 2.3927
O -1.1522 1.6575 -0.2367
N 1.6256 -4.3277 0.4347
N 1.4147 2.0756 1.2993
N 0.9504 -2.2592 0.2964
N 2.1704 3.1058 3.0835
N 2.3295 0.1093 -0.3728
C -3.8303 -1.5133 0.6433
C 2.4987 2.8417 0.9492
C 0.9697 -3.4215 -0.3123
C 2.9784 3.4923 2.0441
C 0.3225 -3.7443 -1.6062
C -0.3024 3.7335 -1.1524
C -2.7549 3.3112 -1.0437
C 0.6697 -1.2372 -3.8128
C -0.9535 0.6374 -4.0756
C 1.5910 -2.4381 1.5030
C 2.7628 -4.5201 2.6102
C 3.5187 0.0502 -0.4961
C -1.4142 3.0630 -0.3514
C -2.4591 -1.2057 1.2410
C 1.3361 1.0740 -3.1935
C -2.5570 -0.0785 2.2655
C -1.4867 3.6528 1.0600
C -1.8928 -2.4666 1.8895
C 2.0400 -3.7338 1.5992
C 1.2539 2.2470 2.5887
C 0.1804 0.0775 -3.2174
C 1.5029 -1.3528 2.4803
H -4.4841 -1.9201 1.4148
H -0.9317 -2.2585 2.3567
H 2.2751 3.3606 4.0490
H -1.2971 1.6027 -3.6952
H 1.0805 1.9476 -2.5965
H -0.3743 -2.9481 -1.8531
H -2.1145 3.0252 1.6933
H 1.0571 -3.8294 -2.4069
H 1.0794 -1.0699 -4.8098
H 2.2332 0.6257 -2.7760
H -1.7604 -3.2471 1.1380
H -4.3032 -0.6157 0.2399
H 0.6681 3.4349 -0.7637
H 1.4595 -1.6493 -3.1856
H 1.8098 -5.2949 0.2169
H 3.8075 4.1629 2.1784
H 2.8268 -2.9375 3.7492
H -1.5727 0.1250 2.6890
H -0.4970 3.7199 1.5052
H -0.1459 -1.9566 -3.8922
H -2.9298 0.8307 1.7903
H -3.5760 2.8526 -0.4884
H -0.5935 0.7914 -5.0929
H -2.9347 4.3852 -1.0958
H -0.3663 3.4628 -2.2072
H -2.5727 -2.8346 2.6579
H -0.3852 4.8194 -1.0783
H -1.8034 -0.0460 -4.1151
H -2.7671 2.9224 -2.0645
H -3.7416 -2.2490 -0.1583
H 0.5180 1.7557 3.2000
H -3.2372 -0.3527 3.0727
H -0.2179 -4.6886 -1.5334
H 2.8792 2.8526 -0.0571
H -1.9186 4.6539 1.0297
H 1.5540 1.4026 -4.2107
```

Output
LUMO energy (alpha / beta) = 0.20 / -1.52 eV
expectation value of S² = 3.762
HOMO level (alpha / beta) = -6.5 / -8.2 eV
spin multiplicity = 4

***

# 6
This record from the Open Molecules 2025 dataset describes the molecule C22H36N2O6S2. The level of theory is ωB97M-V/def2-TZVPD.

```
68
Properties=species:S:1:pos:R:3
S -2.5178 -2.2540 1.6405
S 0.9766 -4.4328 2.8122
O 2.5360 1.8606 -0.9948
O -1.1743 3.2568 -1.7598
O -3.3717 3.1777 -2.2068
O 1.1709 -1.3882 4.7319
O -0.0474 -2.7941 -0.7093
O 2.3289 -0.1383 -1.9998
N 2.3859 -1.3985 2.8384
N -1.7340 -1.5992 -1.5967
C -2.2022 -3.2664 0.1488
C 2.2401 2.5774 -2.1983
C -3.0774 0.4221 -1.3274
C -3.5045 4.5750 -1.9317
C -0.8437 -0.9513 -2.5416
C 3.2102 -2.0218 1.8234
C -2.1969 1.1475 -2.3504
C 2.8424 -1.5355 0.4183
C 1.9075 0.5382 1.4108
C -3.6700 4.8334 -0.4415
C 2.5419 0.5280 -1.0213
C 2.3505 0.0513 2.7840
C 1.8109 -2.0058 3.8951
C -2.1613 2.6373 -2.0626
C 3.2670 3.6813 -2.3894
C 1.9577 -3.5077 4.0387
C -0.7929 0.5533 -2.3100
C -0.8685 -2.3966 2.3969
C -0.6752 -3.7253 3.1108
C 2.8748 -0.0115 0.3600
C -3.0816 -1.0818 -1.6190
C -1.2385 -2.5335 -0.7622
H -0.3471 0.7609 -1.3362
H -0.7770 -1.5571 3.0833
H -0.1479 -2.2876 1.5861
H -2.6192 5.0951 -2.3115
H -2.6365 1.0174 -3.3458
H 3.3532 0.4401 3.0050
H 4.2631 3.2601 -2.5025
H -2.6842 0.5866 -0.3222
H -0.1614 1.0094 -3.0709
H -3.6990 -1.5795 -0.8744
H 3.0910 -3.1029 1.8564
H 3.5492 -1.9570 -0.2964
H 3.0219 4.2536 -3.2793
H -1.7283 -4.1937 0.4710
H 2.9872 -3.8408 3.9206
H -3.5111 -1.2597 -2.6136
H 0.8987 0.1781 1.1995
H 0.1532 -1.3787 -2.4217
H 4.2623 -1.7744 2.0275
H -3.1632 -3.4859 -0.3081
H 1.5959 -3.7837 5.0304
H 1.6650 0.3898 3.5631
H -4.5210 4.2781 -0.0548
H -4.3896 4.8891 -2.4881
H 1.8513 -1.8957 0.1388
H 3.8839 0.3486 0.5978
H -1.2061 -1.1594 -3.5554
H -3.8309 5.8940 -0.2719
H -0.8121 -3.6309 4.1871
H -4.0979 0.8033 -1.3666
H -1.3668 -4.4801 2.7348
H 1.2342 2.9954 -2.0882
H 3.2640 4.3457 -1.5295
H 1.8988 1.6278 1.3935
H 2.2568 1.8726 -3.0359
H -2.7742 4.5238 0.0910
```

Output
LUMO energy = 0.63 eV
HOMO level = -8.5 eV
SMILES = CCOC(=O)C1CCN(C(=O)CSCCSCC(=O)N2CCC(C(=O)OCC)CC2)CC1

***

So what do the calculations give for relative energy (zero: lowest compared OMol25 entry of this formula, charge and spin)? Going down the list: 716.1 279.0 0.0 1228.1 0.0 7.7 kJ/mol.
So what do the calculations give for E? Going down the list: -5632.45653 -2756.38509 -2317.24929 -2381.39623 -6988.39019 -2217.32476 Eh.